No. 1
{
  "formula": "C24H32Cl4F3O21PbZn",
  "method": "ωB97M-V with the def2-TZVPD basis set",
  "symbols": ["Pb", "Zn", "O", "C", "O", "O", "H", "C", "C", "C", "O", "C", "O", "O", "H", "H", "H", "H", "H", "H", "C", "C", "C", "O", "C", "O", "O", "H", "H", "H", "H", "H", "H", "C", "C", "C", "O", "C", "O", "O", "H", "H", "H", "H", "H", "H", "C", "Cl", "Cl", "H", "H", "C", "Cl", "Cl", "H", "H", "C", "C", "O", "C", "O", "O", "F", "H", "H", "H", "C", "C", "O", "C", "O", "O", "F", "H", "H", "H", "C", "C", "O", "C", "O", "O", "F", "H", "H", "H"],
  "positions_angstrom": [[-3.38, 0.38, -3.67], [0.85, 1.69, -3.47], [-0.49, -0.61, -0.17], [-0.90, 0.08, -1.24], [-0.05, 0.58, -1.98], [-2.11, 0.15, -1.53], [0.45, -0.53, -0.36], [5.59, 2.18, -0.50], [5.67, 1.75, -1.99], [5.89, 0.25, -2.05], [4.67, -0.18, -2.67], [3.79, 0.80, -2.76], [2.65, 0.70, -3.19], [4.40, 1.95, -2.54], [4.65, 1.96, 0.00], [5.77, 3.24, -0.29], [6.47, 1.68, -0.11], [6.43, 2.33, -2.52], [6.02, -0.23, -1.08], [6.77, -0.08, -2.60], [2.48, 6.12, 1.67], [2.94, 4.67, 1.30], [2.16, 3.56, 1.98], [1.53, 2.85, 0.97], [1.99, 3.20, -0.24], [1.69, 2.71, -1.30], [2.73, 4.37, -0.06], [1.39, 6.12, 1.70], [2.94, 6.85, 1.00], [2.70, 6.35, 2.71], [4.00, 4.54, 1.53], [1.44, 4.05, 2.64], [2.75, 2.93, 2.65], [5.58, -3.09, 1.84], [4.95, -2.89, 0.42], [3.82, -3.88, 0.25], [2.67, -3.07, 0.01], [3.03, -1.76, 0.08], [2.30, -0.76, 0.13], [4.28, -1.62, 0.42], [6.04, -4.08, 1.88], [4.94, -3.02, 2.72], [6.42, -2.41, 2.00], [5.76, -2.99, -0.31], [3.71, -4.43, 1.19], [4.01, -4.64, -0.50], [-0.10, 0.17, 3.22], [0.09, 1.74, 4.04], [0.04, -1.16, 4.33], [-1.10, 0.14, 2.79], [0.57, 0.02, 2.38], [-1.46, 3.43, 0.42], [-3.18, 3.28, 0.51], [-1.11, 5.11, 0.02], [-0.98, 3.03, 1.31], [-1.16, 2.79, -0.41], [-7.91, -2.41, -1.91], [-8.30, -0.93, -2.13], [-7.05, -0.23, -2.29], [-6.07, -1.10, -1.86], [-4.89, -0.79, -1.87], [-6.58, -2.27, -1.56], [-9.03, -0.46, -1.15], [-7.87, -2.95, -2.85], [-8.52, -2.90, -1.15], [-8.93, -0.73, -2.99], [-4.24, 0.30, 1.33], [-4.61, -1.13, 1.52], [-6.03, -1.03, 1.49], [-6.40, 0.16, 1.95], [-7.52, 0.45, 2.40], [-5.32, 0.99, 1.94], [-4.19, -1.49, 2.73], [-4.15, 0.55, 0.27], [-3.26, 0.59, 1.71], [-4.17, -1.88, 0.87], [-2.14, -3.94, 0.20], [-0.96, -4.46, -0.59], [-1.11, -3.77, -1.80], [-2.33, -3.24, -1.91], [-2.70, -2.61, -2.87], [-3.05, -3.51, -0.77], [-1.10, -5.75, -0.73], [-1.83, -3.05, 0.74], [-2.75, -4.57, 0.83], [-0.03, -4.10, -0.15]],
  "spin_multiplicity": 2,
  "charge": 2,
  "orbital_gap_ha": [0.174, 0.240],
  "molar_mass_g_mol": 1127.90,
  "energy_ev": -180297.93572
}

=====

No. 2
{
  "formula": "C13H24BBrF13N3O3PS",
  "method": "ωB97M-V with the def2-TZVPD basis set",
  "symbols": ["C", "C", "B", "O", "N", "C", "N", "C", "C", "C", "F", "F", "C", "F", "F", "C", "F", "F", "C", "F", "F", "S", "F", "F", "F", "F", "F", "N", "P", "O", "Br", "H", "H", "H", "H", "H", "H", "H", "H", "H", "H", "H", "H", "H", "H", "C", "C", "O", "C", "C", "H", "H", "H", "H", "H", "H", "H", "H", "H", "H"],
  "positions_angstrom": [[3.67, -0.84, 4.58], [3.37, -0.38, 3.08], [4.22, -1.18, 1.96], [5.62, -1.40, 2.13], [3.60, -1.77, 0.69], [2.79, -1.08, -0.11], [2.45, 0.31, 0.14], [0.96, 0.55, 0.04], [0.52, 1.26, 1.40], [-1.04, 1.68, 1.42], [-1.05, 2.91, 2.12], [-1.39, 1.84, 0.06], [-1.84, 0.52, 2.16], [-1.31, -0.69, 1.73], [-1.49, 0.64, 3.53], [-3.43, 0.63, 2.10], [-3.70, 1.97, 1.70], [-3.97, 0.57, 3.39], [-4.15, -0.28, 1.02], [-3.39, -0.40, -0.16], [-5.30, 0.43, 0.62], [-4.72, -1.97, 1.55], [-5.86, -1.93, 0.31], [-3.67, -2.66, 0.43], [-3.57, -2.14, 2.72], [-5.87, -1.40, 2.58], [-5.23, -3.50, 1.90], [2.27, -1.75, -1.33], [1.53, -3.33, -0.99], [2.78, -4.52, -0.98], [0.67, -3.36, 1.13], [4.66, -0.41, 4.92], [2.86, -0.35, 5.23], [3.55, -1.95, 4.74], [2.27, -0.63, 2.87], [3.60, 0.72, 2.95], [5.76, -1.70, 3.06], [3.87, -2.75, 0.49], [2.91, 0.86, -0.60], [0.80, 1.19, -0.88], [0.44, -0.45, -0.08], [1.11, 2.23, 1.51], [0.70, 0.65, 2.34], [3.09, -1.89, -1.96], [2.75, -5.04, -0.15], [-0.48, 3.24, -5.78], [0.17, 1.98, -5.24], [0.33, 1.98, -3.83], [-0.85, 2.08, -3.05], [-1.81, 0.92, -3.27], [0.06, 4.13, -5.44], [-0.48, 3.23, -6.87], [-1.51, 3.33, -5.45], [1.17, 1.89, -5.66], [-0.38, 1.08, -5.55], [-1.35, 3.03, -3.23], [-0.54, 2.08, -2.01], [-2.22, 0.92, -4.28], [-2.65, 0.98, -2.57], [-1.30, -0.04, -3.12]],
  "charge": 1,
  "orbital_gap_ha": 0.258,
  "molar_mass_g_mol": 671.08,
  "energy_ev": -150644.52827
}

=====

No. 3
{
  "formula": "H6O4Si2",
  "method": "ωB97M-V with the def2-TZVPD basis set",
  "symbols": ["O", "Si", "O", "O", "O", "Si", "H", "H", "H", "H", "H", "H"],
  "positions_angstrom": [[-0.35, -2.13, -0.59], [-0.90, -0.32, -0.18], [-2.11, -0.35, 0.90], [-1.15, 0.45, -1.58], [0.30, 0.48, 0.58], [1.78, 1.16, 0.56], [0.60, -2.18, -0.11], [-2.59, -1.27, 0.89], [-1.55, -0.15, -2.24], [2.75, 0.17, 0.00], [1.72, 1.73, 1.93], [1.50, 2.40, -0.16]],
  "charge": 0,
  "orbital_gap_ha": 0.410,
  "molar_mass_g_mol": 126.22,
  "smiles": "O[Si](O)(O)O[SiH3]",
  "energy_ev": -24047.27340
}

=====

No. 4
{
  "formula": "CH4N3O5S3",
  "method": "ωB97M-V with the def2-TZVPD basis set",
  "symbols": ["C", "N", "N", "N", "O", "O", "O", "O", "O", "S", "S", "S", "H", "H", "H", "H"],
  "positions_angstrom": [[1.04, 0.47, -1.21], [1.02, 1.78, -1.69], [0.79, 0.28, 0.15], [0.34, -1.01, 0.47], [-3.48, -0.53, -0.33], [1.18, -0.50, -1.95], [-1.86, 1.28, -0.51], [-0.40, 0.39, 2.49], [-1.23, -1.90, 2.23], [1.53, -1.83, 1.32], [-2.09, -0.15, -0.52], [-1.03, -0.64, 1.57], [0.70, 2.42, -0.99], [0.28, 1.76, -2.44], [1.05, 0.82, 0.93], [2.16, -2.63, 0.47]],
  "spin_multiplicity": 3,
  "charge": -1,
  "orbital_gap_ha": [0.199, 0.246],
  "molar_mass_g_mol": 234.26,
  "energy_ev": -48312.39246
}

=====

No. 5
{
  "formula": "C17H38FO2P2",
  "method": "ωB97M-V with the def2-TZVPD basis set",
  "symbols": ["C", "C", "C", "C", "C", "C", "C", "C", "C", "C", "C", "P", "C", "C", "F", "C", "C", "C", "O", "P", "C", "O", "H", "H", "H", "H", "H", "H", "H", "H", "H", "H", "H", "H", "H", "H", "H", "H", "H", "H", "H", "H", "H", "H", "H", "H", "H", "H", "H", "H", "H", "H", "H", "H", "H", "H", "H", "H", "H", "H"],
  "positions_angstrom": [[4.58, 2.57, -1.27], [4.91, 1.35, -0.42], [3.90, 0.20, -0.59], [3.62, -0.60, 0.69], [3.37, -2.11, 0.49], [1.91, -2.55, 0.67], [1.12, -2.56, -0.64], [-0.35, -2.97, -0.46], [-1.35, -2.20, -1.35], [-2.68, -1.93, -0.65], [-2.62, -0.95, 0.52], [-2.62, 0.84, 0.17], [-4.00, 1.22, -0.94], [-3.91, 2.58, -1.66], [-3.71, 2.35, -3.02], [-2.95, 1.66, 1.76], [-1.71, 1.65, 2.69], [-1.49, 0.31, 3.40], [-0.38, -0.41, 2.86], [-0.76, 1.82, -0.57], [-0.72, 1.29, -2.34], [0.40, 0.90, 0.13], [4.23, 2.28, -2.27], [3.79, 3.17, -0.81], [5.45, 3.22, -1.41], [4.95, 1.64, 0.63], [5.91, 1.00, -0.67], [4.26, -0.48, -1.36], [2.96, 0.63, -0.96], [2.73, -0.17, 1.18], [4.44, -0.46, 1.40], [4.00, -2.69, 1.16], [3.68, -2.38, -0.53], [1.85, -3.54, 1.12], [1.41, -1.87, 1.38], [1.19, -1.58, -1.12], [1.61, -3.26, -1.33], [-0.45, -4.03, -0.68], [-0.63, -2.86, 0.59], [-1.57, -2.78, -2.25], [-0.90, -1.27, -1.70], [-3.04, -2.88, -0.24], [-3.44, -1.62, -1.37], [-3.50, -1.07, 1.15], [-1.76, -1.16, 1.17], [-4.91, 1.16, -0.34], [-4.06, 0.44, -1.70], [-4.84, 3.14, -1.55], [-3.09, 3.20, -1.31], [-3.32, 2.66, 1.57], [-3.77, 1.09, 2.22], [-0.81, 1.85, 2.10], [-1.78, 2.47, 3.40], [-1.40, 0.44, 4.48], [-2.33, -0.36, 3.22], [0.45, 0.05, 3.08], [0.10, 0.58, -2.46], [-0.52, 2.18, -2.93], [-1.64, 0.84, -2.71], [0.20, -0.02, 0.39]],
  "charge": 1,
  "orbital_gap_ha": 0.372,
  "molar_mass_g_mol": 355.44,
  "energy_ev": -43629.97303
}

=====

No. 6
{
  "formula": "C3H4BrN",
  "method": "ωB97M-V with the def2-TZVPD basis set",
  "symbols": ["C", "C", "Br", "C", "N", "H", "H", "H", "H"],
  "positions_angstrom": [[-0.99, 0.45, -0.41], [0.23, -0.43, 0.33], [0.55, -2.20, -0.53], [1.51, 0.18, 0.51], [2.46, 0.83, 0.48], [-0.85, 1.38, 0.21], [-1.90, -0.24, -0.37], [-0.78, 0.68, -1.47], [-0.23, -0.65, 1.25]],
  "charge": 0,
  "orbital_gap_ha": 0.408,
  "molar_mass_g_mol": 133.98,
  "smiles": "C[C@@H](Br)C#N",
  "energy_ev": -74707.31050
}

=====

No. 7
{
  "formula": "C2HClN2O2",
  "method": "ωB97M-V with the def2-TZVPD basis set",
  "symbols": ["N", "N", "O", "O", "C", "C", "Cl", "H"],
  "positions_angstrom": [[2.20, -0.77, 1.46], [1.99, -0.56, 0.37], [1.41, -0.27, -0.55], [-1.79, -0.86, 1.13], [-1.34, -0.10, 0.39], [-0.95, 0.71, -0.49], [-1.03, 0.25, -2.21], [-0.49, 1.61, -0.09]],
  "charge": 0,
  "orbital_gap_ha": 0.341,
  "molar_mass_g_mol": 120.50,
  "smiles": "N#[N+][O-].O=C=CCl",
  "energy_ev": -21683.68635
}

=====

No. 8
{
  "formula": "C44H66F3O32",
  "method": "ωB97M-V with the def2-TZVPD basis set",
  "symbols": ["C", "O", "O", "C", "F", "F", "F", "C", "C", "H", "H", "H", "H", "H", "H", "C", "C", "C", "O", "C", "O", "O", "H", "H", "H", "H", "H", "H", "C", "C", "C", "O", "C", "O", "O", "H", "H", "H", "H", "H", "H", "C", "C", "C", "O", "C", "O", "O", "H", "H", "H", "H", "H", "H", "C", "C", "C", "O", "C", "O", "O", "H", "H", "H", "H", "H", "H", "C", "C", "C", "O", "C", "O", "O", "H", "H", "H", "H", "H", "H", "C", "C", "C", "O", "C", "O", "O", "H", "H", "H", "H", "H", "H", "C", "C", "C", "O", "C", "O", "O", "H", "H", "H", "H", "H", "H", "C", "C", "C", "O", "C", "O", "O", "H", "H", "H", "H", "H", "H", "C", "C", "C", "O", "C", "O", "O", "H", "H", "H", "H", "H", "H", "C", "C", "C", "O", "C", "O", "O", "H", "H", "H", "H", "H", "H"],
  "positions_angstrom": [[-0.25, -0.78, -0.28], [-0.08, 0.42, 0.56], [0.89, -1.54, -0.34], [-1.53, -1.65, -0.09], [-1.64, -2.27, 1.08], [-2.58, -0.92, -0.22], [-1.66, -2.61, -0.96], [-0.88, 1.61, 0.43], [-0.53, 2.58, 1.53], [-0.55, 2.15, 2.53], [0.47, 2.98, 1.38], [-1.22, 3.42, 1.46], [-1.92, 1.28, 0.38], [-0.69, 2.09, -0.53], [-0.41, -0.23, -1.21], [-2.04, -5.97, -1.03], [-0.63, -5.44, -0.57], [-0.51, -5.11, 0.94], [0.57, -5.93, 1.34], [1.01, -6.75, 0.36], [1.87, -7.62, 0.48], [0.30, -6.52, -0.76], [-1.99, -6.17, -2.10], [-2.76, -5.17, -0.87], [-2.39, -6.86, -0.51], [-0.27, -4.62, -1.19], [-1.43, -5.33, 1.49], [-0.20, -4.09, 1.14], [2.25, 0.39, 3.82], [2.38, -1.07, 3.30], [3.42, -1.25, 2.23], [4.13, -2.47, 2.60], [3.73, -2.85, 3.77], [4.11, -3.88, 4.31], [2.83, -2.00, 4.28], [3.20, 0.85, 4.10], [1.44, 0.53, 4.53], [1.87, 1.06, 3.05], [1.45, -1.49, 2.91], [4.07, -0.39, 2.34], [2.80, -1.37, 1.34], [-3.13, 1.36, -2.89], [-3.74, 1.99, -4.17], [-4.51, 3.25, -3.93], [-4.11, 3.97, -5.08], [-3.04, 3.47, -5.63], [-2.36, 3.93, -6.53], [-2.72, 2.32, -5.00], [-3.94, 1.25, -2.17], [-2.43, 2.00, -2.35], [-2.75, 0.35, -3.06], [-4.42, 1.33, -4.71], [-4.11, 3.79, -3.07], [-5.58, 3.07, -3.81], [3.74, -4.62, 0.37], [3.75, -3.84, -0.93], [4.25, -2.41, -0.81], [5.10, -2.40, -1.97], [5.35, -3.67, -2.44], [6.01, -3.85, -3.45], [4.67, -4.54, -1.77], [3.69, -5.71, 0.31], [2.86, -4.43, 0.97], [4.52, -4.32, 1.07], [2.79, -3.92, -1.44], [4.76, -2.28, 0.14], [3.44, -1.69, -0.88], [-5.27, -2.25, -1.66], [-6.12, -1.79, -0.46], [-6.49, -0.39, -0.31], [-7.87, -0.45, -0.33], [-8.29, -1.69, -0.42], [-9.44, -2.04, -0.34], [-7.30, -2.51, -0.67], [-4.82, -3.22, -1.44], [-4.46, -1.53, -1.79], [-5.79, -2.32, -2.62], [-5.65, -2.05, 0.48], [-6.13, 0.12, -1.21], [-6.05, 0.11, 0.55], [3.98, 1.15, -2.31], [4.20, 2.25, -1.21], [3.38, 1.98, 0.11], [4.28, 1.59, 1.10], [5.46, 1.75, 0.66], [6.45, 1.60, 1.38], [5.51, 2.10, -0.66], [4.64, 1.37, -3.15], [2.97, 1.03, -2.70], [4.28, 0.16, -1.95], [4.07, 3.22, -1.69], [2.63, 1.20, -0.04], [2.82, 2.86, 0.43], [0.71, 5.43, -1.62], [1.33, 4.20, -2.32], [0.42, 3.46, -3.30], [1.22, 3.30, -4.43], [2.27, 4.08, -4.33], [3.03, 4.47, -5.23], [2.44, 4.55, -3.09], [1.46, 6.13, -1.23], [0.00, 5.07, -0.86], [0.06, 5.95, -2.32], [1.59, 3.51, -1.52], [-0.49, 4.05, -3.40], [0.13, 2.47, -2.94], [0.66, -0.28, -4.28], [1.52, -1.36, -3.63], [0.81, -2.77, -3.57], [1.66, -3.64, -4.35], [2.59, -2.93, -4.98], [3.40, -3.39, -5.77], [2.45, -1.55, -4.66], [0.24, -0.46, -5.27], [1.25, 0.63, -4.32], [-0.15, -0.13, -3.57], [2.02, -1.19, -2.68], [-0.16, -2.62, -4.02], [0.65, -3.22, -2.59], [-1.81, -0.24, 4.41], [-3.07, 0.48, 3.96], [-4.02, -0.39, 3.08], [-5.19, -0.40, 3.79], [-5.14, 0.28, 4.89], [-6.07, 0.47, 5.67], [-3.82, 0.69, 5.10], [-1.94, -1.02, 5.15], [-1.24, 0.48, 5.00], [-1.28, -0.62, 3.53], [-2.82, 1.37, 3.37], [-3.58, -1.35, 2.82], [-4.36, 0.05, 2.14], [0.97, 4.61, 4.05], [1.80, 4.92, 5.31], [1.12, 5.84, 6.37], [1.36, 5.12, 7.58], [1.72, 3.86, 7.36], [1.84, 2.98, 8.24], [1.97, 3.70, 6.00], [0.97, 5.47, 3.38], [-0.01, 4.39, 4.46], [1.40, 3.80, 3.46], [2.76, 5.34, 5.00], [0.03, 5.89, 6.26], [1.61, 6.81, 6.37]],
  "charge": -1,
  "orbital_gap_ha": 0.281,
  "molar_mass_g_mol": 1163.97,
  "energy_ev": -120371.69427
}